{
  "formula": "C3H8NO",
  "method": "ωB97M-V/def2-TZVPD",
  "charge": -2,
  "lumo_energy_ev": [6.9, 6.9],
  "homo_ev": [4.39, 0.58],
  "spin_multiplicity": 2,
  "e_above_lowest_kcal_mol": 56.81,
  "orbital_gap_ev": [2.53, 6.32],
  "elements": ["C", "O", "H", "H", "H", "C", "C", "N", "H", "H", "H", "H", "H"],
  "xyz": [[-2.19823, -0.64752, 1.74674], [-1.38768, 0.12779, 0.82776], [-2.29720, -1.67894, 1.41132], [-3.20314, -0.23173, 2.01859], [-1.75199, -0.83154, 2.71804], [1.56214, 1.08691, -1.78760], [1.24389, -0.53069, -0.10118], [2.07553, 0.26690, -0.70975], [0.94499, 2.01652, -1.46838], [2.28871, 1.51787, -2.51426], [0.88640, 0.48330, -2.51581], [1.58266, -1.56897, 0.15760], [0.25393, -0.00989, 0.21694]],
  "forces_ev_per_a": [[1.6, 1.6, -1.8], [-2.4, -1.1, 2.2], [-0.6, -0.6, -0.6], [0.0, -0.1, -0.5], [0.7, 0.3, 1.0], [-2.0, 1.7, -0.3], [-0.3, 2.8, -0.3], [0.7, -2.4, -1.2], [0.6, -1.4, -0.3], [0.5, -0.2, 0.6], [0.6, 0.6, 1.1], [0.0, 0.9, 0.6], [0.5, -2.2, -0.6]]
}